27
Properties=species:S:1:pos:R:3:forces:R:3 method="wB97M-V/def2-TZVPD" homo_ev="-3.35 / -7.80" spin_multiplicity=6 lumo_ev="0.510 / -1.765" homo_lumo_gap_ha="0.142 / 0.222" total_energy_ha=-1256.8789
C -1.0388 0.7977 -3.1756 2.10 1.22 0.99
C -1.7736 1.8717 -3.8679 0.20 0.76 -0.52
C -0.8980 2.9172 -4.1692 -0.09 -2.13 1.33
C 0.3727 2.5848 -3.5270 -0.32 -0.85 -0.37
C 0.2903 1.2330 -2.9936 -1.08 -0.40 -1.15
Ru 0.6556 -0.7355 -1.1329 -0.13 -0.54 -0.94
P 0.0422 -2.7813 -0.5070 -0.56 -0.45 0.29
H -1.3481 -0.0639 -2.5839 -0.70 -0.09 -0.80
H -2.8351 1.8155 -4.1369 0.58 0.06 0.07
H -1.0849 3.7396 -4.8225 -0.15 0.53 0.11
H 1.1219 0.4953 -2.8073 -0.34 1.21 0.14
H 1.2283 3.2500 -3.4211 -0.20 -0.24 -0.20
H 0.9411 -3.8153 -0.8697 -0.24 -0.14 0.38
H -1.1356 -3.3149 -1.1505 0.45 -0.05 0.59
H -0.2527 -3.0867 0.8931 0.22 -0.04 -1.10
S 0.8906 0.7818 0.4369 0.45 1.20 0.93
C 0.6768 0.2449 2.0615 0.67 0.97 -1.87
N 1.6461 -0.1485 2.9193 2.01 -0.09 0.95
C 1.0983 -0.8945 4.0420 0.94 -0.37 0.00
C -0.4074 -0.7201 3.8719 -0.82 -0.17 -0.14
N -0.5094 0.0724 2.6628 -2.96 0.22 0.49
H 2.6279 -0.1580 2.6452 -0.80 -0.17 0.25
H 1.4470 -0.5042 5.0081 -0.05 -0.02 -0.23
H 1.4122 -1.9477 3.9826 -0.26 0.02 0.15
H -0.8531 -0.2110 4.7350 0.05 -0.04 -0.15
H -0.9295 -1.6786 3.7456 0.16 -0.08 0.20
H -1.3850 0.2562 2.1612 0.88 -0.33 0.60